Entry 1:
Computed, not measured: C31H45ClN4NiO4S2Si as an isolated structure, with ωB97M-V/def2-TZVPD.

## Properties
* calculated total energy: -130136.8183 eV
* M: 724.09 g/mol

Structure (ORCA input):
```
! wB97M-V def2-TZVPD RIJCOSX def2/J DEFGRID3
* xyz 0 3
Ni -0.886 0.884 0.210
S -2.694 2.361 0.252
C -4.004 1.292 -0.019
N -5.283 1.790 -0.081
C -6.415 0.895 -0.164
C -6.072 -0.251 -1.082
N -4.874 -0.892 -0.586
C -4.765 -2.316 -0.865
C -4.663 -2.609 -2.347
C -5.761 -3.069 -3.062
C -5.675 -3.297 -4.430
C -4.483 -3.063 -5.096
C -3.378 -2.604 -4.389
C -3.465 -2.378 -3.024
C -3.807 -0.113 -0.193
S -2.290 -0.877 0.082
C -5.585 3.209 -0.145
C -6.008 3.621 -1.536
C -7.201 4.291 -1.766
C -7.574 4.655 -3.056
C -6.754 4.342 -4.127
C -5.559 3.665 -3.906
C -5.189 3.307 -2.621
H -7.267 1.451 -0.558
H -6.682 0.515 0.830
H -5.937 0.120 -2.106
H -6.877 -0.987 -1.099
H -5.650 -2.810 -0.453
H -3.893 -2.699 -0.343
H -6.694 -3.259 -2.540
H -6.540 -3.657 -4.973
H -4.411 -3.240 -6.161
H -2.442 -2.423 -4.904
H -2.613 -2.009 -2.464
H -4.696 3.755 0.159
H -6.375 3.442 0.575
H -7.848 4.532 -0.929
H -8.509 5.174 -3.220
H -7.043 4.620 -5.133
H -4.918 3.413 -4.742
H -4.261 2.775 -2.439
O 2.192 -0.689 3.113
Cl 1.137 -0.588 2.180
O 0.785 -2.043 1.755
O -0.057 -0.091 2.723
O 1.505 0.093 0.988
C -0.883 2.203 -2.839
C 0.043 2.777 -1.828
N 0.343 2.247 -0.661
C 1.224 3.112 -0.045
C 1.462 4.173 -0.855
N 0.707 3.946 -1.985
H -1.352 1.316 -2.414
H -0.351 1.930 -3.753
H -1.673 2.914 -3.088
H 1.624 2.900 0.931
H 2.076 5.049 -0.743
H 0.632 4.548 -2.785
C 0.893 -2.278 -1.146
Si 1.414 -3.061 0.459
C 3.297 -3.195 0.580
C 3.761 -4.110 -0.571
C 3.769 -3.788 1.911
C 3.988 -1.837 0.370
C 0.379 -4.596 0.854
C -1.100 -4.228 0.643
C 0.547 -5.074 2.301
C 0.728 -5.747 -0.101
H 1.152 -2.940 -1.979
H 1.398 -1.324 -1.304
H -0.180 -2.091 -1.166
H 3.344 -5.116 -0.517
H 4.851 -4.207 -0.525
H 3.518 -3.690 -1.551
H 3.464 -4.830 2.026
H 3.395 -3.225 2.770
H 4.863 -3.764 1.949
H 3.635 -1.316 -0.523
H 5.061 -2.015 0.243
H 3.871 -1.172 1.222
H -1.427 -3.415 1.294
H -1.713 -5.108 0.868
H -1.318 -3.933 -0.385
H 0.367 -4.273 3.021
H 1.538 -5.487 2.491
H -0.180 -5.868 2.504
H 0.700 -5.444 -1.152
H -0.007 -6.550 0.022
H 1.710 -6.174 0.108
*
```

---

Entry 2:
Computed, not measured: C31H45IrNO2P2S4 as an isolated structure, with ωB97M-V/def2-TZVPD.

## Properties
* calculated total energy: -103204.5153 eV
* M: 846.14 g/mol

Structure (ORCA input):
```
! wB97M-V def2-TZVPD RIJCOSX def2/J DEFGRID3
* xyz 2 2
Ir -0.065 0.085 -0.103
C 4.652 1.781 -0.598
C 3.161 1.656 -0.606
S 2.518 0.501 0.483
C 2.360 2.440 -1.407
C 2.884 3.533 -2.280
S 0.655 2.277 -1.430
H 5.089 1.020 0.046
H 4.962 2.760 -0.233
H 5.051 1.654 -1.604
H 3.963 3.498 -2.386
H 2.612 4.501 -1.855
H 2.426 3.476 -3.266
C -3.040 -2.581 -0.305
P -2.446 -0.902 0.152
C -3.427 -0.644 1.674
C -3.354 0.184 -1.037
C -2.861 0.045 -2.478
P -1.033 -0.274 -2.603
C -0.521 0.679 -4.080
C -0.977 -1.951 -3.366
H -4.126 -2.611 -0.228
H -2.618 -3.308 0.386
H -2.750 -2.850 -1.316
H -4.490 -0.752 1.460
H -3.241 0.351 2.064
H -3.142 -1.393 2.412
H -3.206 1.207 -0.681
H -4.422 -0.046 -0.976
H -3.078 0.955 -3.043
H -3.371 -0.785 -2.971
H -1.154 0.413 -4.928
H 0.509 0.413 -4.317
H -0.574 1.750 -3.904
H -1.754 -2.039 -4.125
H -1.094 -2.740 -2.628
H -0.007 -2.075 -3.844
O -1.323 1.800 0.826
S -1.813 3.124 1.339
C -1.929 2.892 3.170
C -0.619 2.376 3.741
C -0.798 1.484 4.971
C -1.162 0.055 4.603
S 0.096 -0.892 3.595
O 0.181 -0.245 2.242
C 1.515 -0.324 4.564
C 2.385 0.648 4.112
C 3.375 1.114 4.962
C 3.484 0.607 6.247
C 2.626 -0.391 6.680
C 1.638 -0.866 5.834
C -0.399 4.247 1.396
C -0.679 5.600 1.486
C 0.370 6.499 1.586
C 1.677 6.041 1.583
C 1.944 4.686 1.477
C 0.900 3.780 1.382
H -2.741 2.181 3.319
H -2.221 3.855 3.582
H 0.030 3.212 3.998
H -0.124 1.785 2.972
H -1.581 1.889 5.617
H 0.128 1.490 5.547
H -2.086 0.014 4.031
H -1.273 -0.551 5.500
H 2.287 1.038 3.110
H 4.059 1.877 4.626
H 4.241 0.990 6.914
H 2.722 -0.797 7.674
H 0.961 -1.639 6.160
H -1.701 5.942 1.487
H 0.169 7.555 1.668
H 2.493 6.742 1.659
H 2.962 4.330 1.477
H 1.091 2.721 1.306
C 2.169 -4.041 -2.147
C 2.537 -2.766 -2.552
C 1.966 -1.676 -1.918
N 1.080 -1.800 -0.932
C 0.744 -3.021 -0.530
C 1.259 -4.169 -1.109
H 2.581 -4.910 -2.634
H 3.260 -2.619 -3.337
H 2.224 -0.669 -2.219
H 0.038 -3.074 0.290
H 0.953 -5.142 -0.759
*
```

---

Entry 3:
Computed, not measured: C31H45LuN3O4Si4 as an isolated structure, with ωB97M-V/def2-TZVPD.

## Properties
* calculated total energy: -110676.9262 eV
* M: 811.03 g/mol

Structure (ORCA input):
```
! wB97M-V def2-TZVPD RIJCOSX def2/J DEFGRID3
* xyz -1 1
Lu -1.058 0.328 -0.130
C -4.181 2.157 1.176
C -3.474 3.051 0.347
C -2.117 2.959 0.666
C -1.966 1.987 1.685
C -3.262 1.494 1.992
H -5.250 1.991 1.161
H -3.898 3.692 -0.414
H -1.329 3.575 0.260
H -1.088 1.870 2.307
H -3.487 0.773 2.766
O 0.458 -5.085 -2.675
C 0.961 -4.146 -3.465
O 1.627 -4.408 -4.438
C 0.675 -2.741 -3.088
C 1.100 -1.639 -3.811
N 0.641 -0.548 -3.174
N -0.067 -0.874 -2.092
C -0.048 -2.193 -2.016
C -0.792 -2.774 -0.852
O -0.832 -3.999 -0.704
O -1.334 -1.896 -0.111
H -0.070 -4.695 -1.913
H 1.678 -1.583 -4.716
H 0.691 0.431 -3.424
N -3.366 0.062 -0.854
C -3.341 -0.544 -2.137
C -3.825 -1.841 -2.272
C -3.729 -2.512 -3.477
C -3.152 -1.882 -4.568
C -2.665 -0.593 -4.427
C -2.729 0.104 -3.219
C -2.055 1.439 -3.132
C -2.258 2.332 -4.189
C -1.530 3.508 -4.273
C -0.589 3.792 -3.295
C -0.431 2.923 -2.221
C -1.159 1.731 -2.080
H -3.983 -0.406 -0.201
H -3.609 1.058 -0.857
H -4.255 -2.331 -1.407
H -4.093 -3.528 -3.556
H -3.052 -2.397 -5.514
H -2.174 -0.109 -5.263
H -2.991 2.096 -4.954
H -1.693 4.190 -5.098
H 0.003 4.699 -3.355
H 0.284 3.210 -1.451
C 0.029 0.941 4.846
Si 0.417 -0.538 3.737
C -1.149 -1.584 3.634
C 1.675 -1.544 4.727
Si 1.210 0.050 1.606
Si 2.783 -1.606 1.091
C 3.299 -1.481 -0.725
C 4.403 -1.485 2.060
C 2.068 -3.332 1.367
Si 2.436 2.011 1.901
C 3.317 2.460 0.290
C 1.309 3.465 2.321
C 3.755 1.945 3.254
H -0.276 0.549 5.822
H -0.776 1.572 4.476
H 0.908 1.566 5.003
H -1.633 -1.638 4.613
H -0.918 -2.600 3.309
H -1.878 -1.184 2.924
H 1.224 -1.814 5.687
H 2.574 -0.964 4.934
H 1.974 -2.463 4.226
H 3.961 -0.628 -0.880
H 2.437 -1.349 -1.376
H 3.829 -2.380 -1.048
H 4.996 -0.637 1.716
H 4.990 -2.391 1.885
H 4.255 -1.378 3.131
H 1.572 -3.703 0.471
H 1.332 -3.373 2.169
H 2.875 -4.029 1.609
H 2.597 2.582 -0.522
H 4.016 1.679 -0.009
H 3.873 3.394 0.393
H 0.528 3.603 1.575
H 1.901 4.383 2.364
H 0.815 3.339 3.283
H 4.611 1.340 2.958
H 3.364 1.532 4.183
H 4.111 2.959 3.458
*
```